Here is a molecular structure, C27H33N2Sn from the Open Molecules 2025 dataset. Energies are from ωB97M-V/def2-TZVPD.

Last column: natural (NBO) charge in e.
Atoms and positions in Å:
C  1.2966  -2.6799  0.2729  0.0993
C  2.2443  -1.9626  -0.5170  -0.1193
C  1.7556  -1.9066  -1.8474  0.0622
C  0.4645  -2.5096  -1.8758  -0.0741
C  0.1785  -2.9950  -0.5648  -0.0108
Sn  -0.4699  -0.0475  0.5146  1.5158
C  -2.9346  2.0929  -0.6732  0.0800
C  -2.9164  1.6385  0.6109  -0.3023
H  -3.1096  2.3446  1.4245  0.2122
C  -2.6767  0.2493  0.9824  -0.8323
H  -3.1480  -0.5187  0.3520  0.2417
H  -2.7747  0.0262  2.0507  0.2262
C  -3.2940  3.5249  -0.9227  -0.6525
H  -2.9525  4.1677  -0.1027  0.2179
H  -2.8843  3.9020  -1.8641  0.2253
H  -4.3888  3.6317  -0.9798  0.2352
C  -2.9405  1.1416  -1.8363  -0.6585
H  -2.0605  0.4804  -1.8787  0.2111
H  -3.8198  0.4773  -1.7906  0.2308
H  -2.9729  1.6912  -2.7858  0.2356
C  3.5247  -1.3728  -0.0688  -0.6475
H  3.6729  -1.4974  1.0092  0.2150
H  4.3671  -1.8495  -0.5913  0.2378
H  3.5711  -0.2962  -0.2974  0.2248
C  2.5233  -1.3398  -2.9784  -0.6686
H  2.6273  -0.2482  -2.8991  0.2378
H  3.5383  -1.7616  -2.9854  0.2430
H  2.0493  -1.5719  -3.9371  0.2305
C  -0.4011  -2.6690  -3.0667  -0.6485
H  -0.3907  -1.7728  -3.7071  0.2208
H  -0.0510  -3.5185  -3.6769  0.2383
H  -1.4397  -2.8744  -2.7731  0.2230
C  -1.0250  -3.7628  -0.1628  -0.6622
H  -1.9147  -3.4494  -0.7262  0.2286
H  -0.8723  -4.8358  -0.3652  0.2405
H  -1.2361  -3.6574  0.9093  0.2193
C  1.4848  -3.1080  1.6803  -0.6747
H  0.5318  -3.3903  2.1473  0.2272
H  2.1437  -3.9938  1.7182  0.2517
H  1.9527  -2.3251  2.2954  0.2185
C  0.1302  1.5558  -0.9508  -0.3892
C  -0.1625  2.8398  -0.5594  -0.2598
C  0.4414  1.2866  -2.2802  -0.2736
C  -0.0956  3.9108  -1.4653  -0.2176
H  -0.3926  2.9805  0.5063  0.2039
C  0.5572  2.3467  -3.1946  -0.2042
H  0.5565  0.2629  -2.6311  0.2173
C  0.2716  3.6557  -2.7912  -0.1976
H  -0.3313  4.9287  -1.1381  0.2306
H  0.8798  2.1324  -4.2161  0.2263
H  0.3290  4.4808  -3.5091  0.2310
N  4.1359  -0.5986  5.2089  -0.2182
C  3.0738  -0.2228  4.8847  0.2349
C  1.7611  0.2310  4.4730  -0.1799
C  0.7939  0.5728  5.4292  -0.0715
C  -0.4515  0.9952  4.9829  -0.2334
C  -0.7095  1.0124  3.6137  0.0739
N  0.1996  0.6281  2.6937  -0.5474
C  1.4526  0.3149  3.1141  0.1013
H  1.0348  0.5050  6.4892  0.2568
H  -1.2417  1.2926  5.6669  0.2545
H  -1.6876  1.3241  3.2396  0.2237
H  2.2022  0.1106  2.3402  0.2392

The total charge is +1. As for the HOMO energy (alpha / beta): -9.81 / -9.71 eV. Its frontier orbital gap (alpha / beta) is 4.8 / 4.8 eV.


Here is a molecular structure, C27H33N2Tc from the Open Molecules 2025 dataset. Energies are from ωB97M-V/def2-TZVPD.

Last column: natural (NBO) charge in e.
Atoms and positions in Å:
C  1.5706  0.9340  1.8296  -0.0635
C  1.1441  1.9535  0.9098  -0.0915
C  1.8213  1.7272  -0.3278  0.0289
C  2.5402  0.4785  -0.2267  -0.1301
C  2.3783  -0.0093  1.1144  -0.0279
Tc  0.4756  0.0526  0.0854  0.9274
C  -0.4074  -2.3513  -1.6420  0.2901
C  -0.6930  -2.1123  -0.3040  -0.3353
H  -1.7293  -2.1581  0.0436  0.2545
C  0.3671  -1.9674  0.6947  -0.5477
H  1.2059  -2.6461  0.5199  0.2308
H  0.1079  -2.0115  1.7612  0.2361
C  -1.4907  -2.2543  -2.6768  -0.6904
H  -2.3806  -1.7620  -2.2662  0.2380
H  -1.1644  -1.6439  -3.5293  0.2581
H  -1.7942  -3.2299  -3.0807  0.2555
C  0.9617  -2.7353  -2.1126  -0.7027
H  1.7151  -2.6606  -1.3223  0.2188
H  1.0096  -3.7643  -2.4996  0.2667
H  1.3162  -2.0889  -2.9282  0.2457
C  0.2420  3.1040  1.2059  -0.6406
H  -0.5506  2.8183  1.8976  0.2302
H  0.7721  3.9448  1.6568  0.2436
H  -0.2276  3.4760  0.2947  0.2419
C  1.9235  2.7467  -1.4087  -0.6403
H  0.9570  3.2165  -1.6044  0.2434
H  2.6192  3.5444  -1.1215  0.2450
H  2.2828  2.3175  -2.3436  0.2377
C  3.4666  -0.0913  -1.2467  -0.6283
H  3.1096  0.1009  -2.2607  0.2270
H  4.4690  0.3464  -1.1677  0.2444
H  3.5746  -1.1701  -1.1177  0.2249
C  3.0699  -1.1908  1.7026  -0.6328
H  3.2177  -1.9686  0.9535  0.2255
H  4.0559  -0.9320  2.0947  0.2451
H  2.4912  -1.6020  2.5278  0.2282
C  1.5012  1.0634  3.3166  -0.6417
H  1.5242  0.0944  3.8210  0.2275
H  2.3817  1.6295  3.6347  0.2499
H  0.6175  1.6141  3.6486  0.2339
C  -0.4241  0.7064  -1.7824  -0.1993
C  -1.7147  1.2190  -1.8062  -0.2742
C  0.3054  0.6162  -2.9710  -0.2833
C  -2.2132  1.7815  -2.9915  -0.1949
H  -2.3159  1.1766  -0.8935  0.2382
C  -0.1748  1.2196  -4.1367  -0.1986
H  1.2559  0.0851  -3.0045  0.1981
C  -1.4336  1.8182  -4.1472  -0.2221
H  -3.2194  2.1982  -2.9973  0.2237
H  0.4566  1.2195  -5.0269  0.2218
H  -1.8012  2.2963  -5.0591  0.2297
N  -3.7950  -1.8962  6.2007  -0.2313
C  -3.6347  -1.5211  5.1094  0.2416
C  -3.3591  -1.0162  3.7871  -0.0971
C  -2.0614  -0.5425  3.5478  -0.2063
C  -1.7473  -0.1376  2.2620  0.0284
N  -2.6452  -0.0674  1.2734  -0.4472
C  -3.8813  -0.4868  1.5216  0.0645
C  -4.2624  -1.0616  2.7333  -0.2030
H  -1.2720  -0.6487  4.2887  0.2418
H  -0.6826  0.1362  2.0157  0.1819
H  -4.5975  -0.3881  0.7056  0.2126
H  -5.2340  -1.5191  2.8451  0.2491

As for the expectation value of S²: 3.82. The total charge is +1. As for the multiplicity: 4. As for the HOMO energy (alpha / beta): -9.89 / -11.46 eV. Its frontier orbital gap (alpha / beta) is 5.8 / 7.1 eV.


Here is a single C27H33N3O4 molecule from the Open Molecules 2025 dataset. Energies are from ωB97M-V/def2-TZVPD.

Last column: natural (NBO) charge in e.
Atoms and positions in Å:
C  -1.7704  1.4037  8.0705  -0.2508
O  -2.9563  1.7008  7.3780  -0.4792
C  -2.9740  1.5504  6.0270  0.2700
C  -1.9068  1.1186  5.2560  -0.3065
C  -2.0203  1.0111  3.8781  -0.1818
C  -3.2144  1.3256  3.2486  -0.1547
C  -3.4293  1.2125  1.7817  0.5304
O  -4.5519  1.0287  1.3305  -0.5777
C  -2.2565  1.3659  0.9254  -0.3447
C  -2.3607  1.2175  -0.4093  -0.0649
C  -1.3113  1.3678  -1.3650  -0.1831
C  0.0123  1.6899  -1.1440  0.0634
N  0.6942  1.7567  -2.3149  -0.3622
C  2.1047  1.9915  -2.4199  -0.2189
C  2.9362  0.7361  -2.0885  0.0917
O  2.7425  0.4115  -0.7360  -0.7368
C  2.5540  -0.4630  -2.9718  -0.2486
N  3.1141  -1.6733  -2.3955  -0.4682
C  4.5137  -1.8679  -2.7382  -0.2294
C  5.0704  -3.0636  -1.9741  -0.2269
N  4.3232  -4.2559  -2.3221  -0.4350
C  4.8751  -5.4409  -1.7049  -0.4049
C  2.9276  -4.0640  -1.9791  -0.2274
C  2.3673  -2.8704  -2.7446  -0.2213
C  -0.1660  1.4623  -3.3455  0.1978
C  0.0529  1.3963  -4.7161  -0.2596
C  -1.0210  1.0823  -5.5223  -0.2182
C  -2.2863  0.8394  -4.9843  -0.2324
C  -2.5105  0.9047  -3.6266  -0.1828
C  -1.4436  1.2182  -2.7889  -0.0815
C  -4.3028  1.7364  4.0248  -0.2660
C  -4.2010  1.8623  5.3944  0.3216
O  -5.2019  2.2690  6.2226  -0.4952
C  -6.4507  2.5700  5.6498  -0.2524
H  -1.9868  1.5985  9.1197  0.2014
H  -0.9426  2.0441  7.7475  0.1753
H  -1.4844  0.3533  7.9500  0.1754
H  -0.9699  0.8578  5.7225  0.2195
H  -1.1756  0.6475  3.3143  0.2131
H  -1.3197  1.6351  1.3854  0.1982
H  -3.3364  0.9583  -0.8015  0.2240
H  0.5246  1.8696  -0.2193  0.2251
H  2.3407  2.3280  -3.4308  0.2145
H  2.3869  2.7721  -1.7078  0.2218
H  3.9963  0.9968  -2.2536  0.1572
H  2.8581  -0.5507  -0.6733  0.4957
H  1.4661  -0.5643  -2.9681  0.2159
H  2.8834  -0.2926  -4.0084  0.1817
H  5.0772  -0.9729  -2.4680  0.2033
H  4.6328  -2.0469  -3.8202  0.1765
H  5.0192  -2.8558  -0.8892  0.1650
H  6.1170  -3.2135  -2.2487  0.2049
H  4.8517  -5.3989  -0.6043  0.1640
H  5.9085  -5.5605  -2.0267  0.2008
H  4.3055  -6.3094  -2.0319  0.2019
H  2.7980  -3.8915  -0.8948  0.1653
H  2.3722  -4.9630  -2.2553  0.2063
H  1.3191  -2.7238  -2.4734  0.2092
H  2.4280  -3.0786  -3.8253  0.1752
H  1.0275  1.5812  -5.1433  0.2089
H  -0.8821  1.0227  -6.5916  0.2125
H  -3.1004  0.5971  -5.6511  0.2128
H  -3.4921  0.7177  -3.2189  0.2160
H  -5.2230  1.9516  3.5054  0.2405
H  -6.8799  1.7014  5.1402  0.1791
H  -6.3792  3.4037  4.9434  0.1766
H  -7.0932  2.8557  6.4812  0.1988

As for the HOMO energy: -7.57 eV. Its frontier orbital gap is 7.7 eV.


So what do the calculations give for relative energy (zero: lowest compared OMol25 entry of this formula, charge and spin)? Going down the list: 0.000 0.773 2.311 eV.
So what do the calculations give for F_max? Going down the list: 2.9 7.4 0.8 eV/Å.